(1)
DFT (ωB97M-V/def2-TZVPD) results for one molecule with the formula C25H24N2O6S.

Values from the calculation:
Structure (SMILES)   Cc1ccc(C)c2[nH]c(=O)c(CN(Cc3ccco3)S(=O)(=O)c3ccc4c(c3)OCCO4)cc12
E   -52414.7564 eV
Kohn-Sham gap   8.5 eV
HOMO   -8.358 eV
E_LUMO   0.11 eV

XYZ file:
```
58
Properties=species:S:1:pos:R:3:forces:R:3:nbo_charge:R:1
C 1.4527 2.3910 2.2260 0.010 -0.086 -0.020 -0.650
C 0.8612 2.6563 0.8769 -0.126 0.083 -0.173 0.045
C 0.0128 3.7268 0.6851 0.044 -0.038 0.142 -0.239
C -0.5397 4.0016 -0.5622 0.107 -0.202 -0.139 -0.175
C -0.2427 3.2315 -1.6671 -0.061 0.088 0.007 -0.079
C -0.8286 3.5376 -3.0136 0.080 -0.047 0.126 -0.639
C 0.6280 2.1426 -1.4931 0.066 0.186 0.648 0.280
N 0.9839 1.3625 -2.5605 -0.155 0.129 -0.322 -0.586
C 1.7822 0.2438 -2.5248 -0.069 0.371 -0.026 0.636
O 2.0662 -0.3348 -3.5607 0.184 -0.239 -0.140 -0.639
C 2.2214 -0.1427 -1.1876 0.225 0.111 0.328 -0.115
C 2.9140 -1.4724 -1.0744 0.342 0.315 0.096 -0.249
N 1.9803 -2.5694 -0.9404 0.020 -0.577 0.734 -0.681
C 1.0429 -2.8430 -1.9937 -0.376 -0.312 -0.077 -0.286
C -0.1236 -1.8977 -2.0487 -0.392 -0.152 -0.890 0.282
C -0.9935 -1.6254 -3.0638 0.463 -0.267 0.443 -0.309
C -1.8858 -0.6409 -2.5712 -0.003 0.155 0.478 -0.308
C -1.4919 -0.3866 -1.2963 -0.548 0.213 -0.436 0.076
O -0.4279 -1.1439 -0.9706 0.123 -0.021 0.007 -0.435
S 1.7906 -3.3771 0.4903 -0.064 -0.062 -0.109 2.345
O 1.5216 -4.7495 0.1708 -0.299 0.159 -0.049 -0.939
O 2.9231 -3.0595 1.3104 -0.083 0.348 0.016 -0.946
C 0.3164 -2.7035 1.2520 0.559 -0.375 -0.093 -0.325
C -0.9188 -3.2491 0.9547 -0.074 -0.144 0.033 -0.187
C -2.0592 -2.6527 1.4546 0.092 0.170 0.115 -0.228
C -1.9628 -1.5211 2.2585 0.090 0.038 -0.082 0.226
C -0.7021 -1.0231 2.6124 -0.044 -0.115 -0.081 0.277
C 0.4379 -1.6167 2.0882 -0.125 0.149 0.154 -0.245
O -0.5557 0.0382 3.4672 0.221 -0.179 -0.239 -0.502
C -1.7321 0.3493 4.1826 -0.566 0.024 0.016 -0.097
C -2.9283 0.3573 3.2338 0.314 0.390 0.296 -0.098
O -3.1194 -0.9281 2.6834 0.092 -0.395 -0.105 -0.479
C 1.9475 0.6410 -0.1226 0.281 -0.243 -0.434 -0.108
C 1.1584 1.8290 -0.2260 -0.320 0.320 -0.245 -0.153
H 2.5332 2.2798 2.1599 0.109 0.005 0.072 0.219
H 1.2328 3.2154 2.9001 0.010 0.022 0.059 0.218
H 1.0398 1.4798 2.6563 0.042 -0.029 0.084 0.241
H -0.2300 4.3700 1.5184 0.013 0.053 0.107 0.208
H -1.2070 4.8445 -0.6687 -0.074 0.081 -0.056 0.211
H -1.3890 2.6832 -3.3944 -0.063 -0.049 -0.115 0.219
H -0.0470 3.7868 -3.7321 0.009 0.022 -0.141 0.217
H -1.5047 4.3855 -2.9441 -0.036 0.031 -0.048 0.227
H 0.6346 1.6127 -3.4770 0.085 -0.151 0.089 0.419
H 3.5130 -1.6386 -1.9780 -0.037 -0.031 0.196 0.227
H 3.5510 -1.5186 -0.1912 0.095 0.187 -0.183 0.250
H 0.6939 -3.8678 -1.8285 -0.023 0.110 -0.235 0.248
H 1.5599 -2.8003 -2.9593 -0.066 -0.028 0.158 0.247
H -0.9907 -2.0626 -4.0403 0.087 -0.118 -0.239 0.231
H -2.7034 -0.1915 -3.0971 -0.200 0.140 -0.043 0.226
H -1.8583 0.2855 -0.5464 0.013 0.085 0.200 0.207
H -0.9705 -4.1276 0.3331 -0.089 -0.117 -0.090 0.242
H -3.0418 -3.0331 1.2265 -0.118 -0.053 -0.044 0.233
H 1.4143 -1.2488 2.3540 0.137 0.130 0.124 0.246
H -1.8987 -0.3961 4.9712 0.040 0.089 -0.044 0.185
H -1.5711 1.3306 4.6306 -0.069 -0.077 -0.010 0.205
H -2.7461 1.0855 2.4312 -0.051 -0.061 0.068 0.181
H -3.8517 0.6101 3.7563 0.103 0.032 -0.030 0.206
H 2.3084 0.3444 0.8498 0.076 -0.064 0.143 0.218
```
Forces are in eV/Å.

(2)
DFT (ωB97M-V/def2-TZVPD) results for an isolated ion of composition C25H24N3 and charge +1.

Values from the calculation:
Structure (SMILES)   Cn1cc([C@@H](c2ccccc2)N2CC[NH+]=C2c2ccccc2)c2ccccc21
Charge   +1
E   -30778.7575 eV
Kohn-Sham gap   6.9 eV
HOMO   -10.206 eV
E_LUMO   -3.29 eV

XYZ file:
```
52
Properties=species:S:1:pos:R:3:forces:R:3:nbo_charge:R:1
C 3.1208 2.3183 2.2415 -0.221 0.393 0.026 -0.401
N 2.2465 1.2547 2.6937 -0.336 -0.614 0.320 -0.340
C 0.9133 1.3940 3.0199 -0.249 -1.385 0.430 0.005
C 0.4003 0.1690 3.4700 1.293 0.766 -0.365 -0.161
C -1.0398 -0.0268 3.8700 0.366 1.436 -0.125 -0.094
C -2.0503 0.4406 2.8013 0.055 -0.048 0.041 0.047
C -1.8363 0.2011 1.4359 -0.519 -0.268 -0.035 -0.248
C -2.9457 0.0834 0.5757 0.183 0.476 0.441 -0.199
C -4.2283 0.3646 1.0639 -0.002 0.037 0.003 -0.205
C -4.3825 0.8828 2.3565 0.028 0.222 -0.061 -0.203
C -3.2927 0.9345 3.2234 0.072 -0.382 -0.459 -0.248
N -1.3268 -1.4306 4.2142 -0.910 -0.048 1.416 -0.345
C -1.5821 -2.3888 3.1363 -0.547 0.119 -1.072 -0.242
C -2.0607 -3.6341 3.8516 0.103 -0.931 -0.688 -0.235
N -2.2261 -3.1790 5.1994 -0.071 0.299 0.729 -0.520
C -1.8532 -1.9170 5.3706 0.389 0.034 -1.628 0.551
C -2.1006 -1.2889 6.6572 -0.240 0.395 1.164 -0.091
C -2.0042 -2.0829 7.8283 -0.285 0.433 -0.005 -0.183
C -2.4114 -1.5642 9.0619 0.019 0.185 -0.140 -0.200
C -2.9268 -0.2589 9.1526 0.270 -0.242 -0.462 -0.154
C -3.0409 0.5136 7.9903 0.126 -0.195 0.095 -0.201
C -2.6323 0.0082 6.7538 -0.093 -0.244 0.140 -0.176
C 1.4954 -0.7917 3.3871 -0.065 0.950 -0.571 -0.025
C 1.5478 -2.1908 3.4343 0.853 -0.532 -0.479 -0.234
C 2.5679 -2.8319 2.7059 -0.536 0.123 0.760 -0.217
C 3.6585 -2.1248 2.1763 0.055 1.007 -0.019 -0.215
C 3.7160 -0.7286 2.2897 0.338 -0.800 0.190 -0.228
C 2.6237 -0.0831 2.8534 -1.607 0.445 -0.233 0.131
H 4.1163 1.9035 2.0321 -0.428 0.328 0.066 0.223
H 2.6999 2.7945 1.3452 0.278 -0.219 0.088 0.212
H 3.1788 3.0938 3.0194 0.251 -0.266 -0.212 0.213
H 0.3438 2.3197 2.8631 0.608 -0.372 0.131 0.227
H -1.2053 0.6192 4.7453 -0.023 -0.637 -0.061 0.236
H -0.8138 0.0824 1.0662 -0.370 -0.361 0.150 0.239
H -2.8035 -0.2019 -0.4681 -0.032 0.108 0.324 0.231
H -5.1111 0.2250 0.4285 0.454 0.163 0.216 0.231
H -5.3447 1.2746 2.6972 0.261 -0.264 -0.209 0.230
H -3.3972 1.3749 4.2133 -0.121 -0.297 -0.156 0.207
H -2.3913 -2.0140 2.4936 0.286 0.081 0.225 0.230
H -0.7183 -2.5611 2.4876 -0.033 0.174 0.343 0.253
H -3.0093 -3.9798 3.4381 0.066 -0.066 0.095 0.226
H -1.3454 -4.4531 3.7865 0.061 -0.047 0.112 0.218
H -2.6769 -3.7146 5.9243 0.016 0.131 -0.058 0.436
H -1.6454 -3.1134 7.7713 0.061 0.389 0.057 0.221
H -2.3343 -2.1754 9.9666 0.001 0.204 -0.420 0.239
H -3.2356 0.1466 10.1208 0.097 -0.185 -0.416 0.239
H -3.4608 1.5165 8.0420 0.082 -0.237 -0.011 0.235
H -2.8095 0.5801 5.8445 0.097 -0.137 0.499 0.222
H 0.8252 -2.7522 4.0321 0.183 0.014 -0.578 0.196
H 2.5081 -3.9028 2.5317 0.164 0.068 0.370 0.217
H 4.4700 -2.6483 1.6678 -0.321 0.104 0.173 0.229
H 4.5669 -0.1473 1.9446 -0.101 -0.307 -0.144 0.222
```
Forces are in eV/Å.

(3)
DFT (ωB97M-V/def2-TZVPD) results for C25H24N4O2Pd as an isolated structure.

Values from the calculation:
E   -39849.7628 eV
Kohn-Sham gap (spin up / spin down)   6.0 / 6.0 eV
HOMO (spin up / spin down)   -7.775 / -7.778 eV
E_LUMO (spin up / spin down)   -1.76 / -1.75 eV

XYZ file:
```
56
Properties=species:S:1:pos:R:3:forces:R:3:nbo_charge:R:1
Pd -0.0374 0.1674 0.1813 -1.118 5.209 -0.204 0.913
C -1.8046 -0.9307 -2.2712 0.320 0.034 0.232 -0.620
C -2.8952 -1.0893 -1.2522 0.108 0.493 0.342 -0.043
C -3.7787 -2.1489 -1.2962 -0.120 -0.105 0.152 -0.227
C -4.7937 -2.2573 -0.3554 -0.004 0.049 0.045 -0.219
C -4.9275 -1.2963 0.6346 -0.054 -0.279 -0.106 -0.207
C -4.0621 -0.2191 0.7170 0.432 0.205 -0.438 -0.032
C -4.2236 0.8259 1.7700 -0.054 0.128 -0.029 -0.642
C -3.0375 -0.1063 -0.2451 -1.447 -0.909 -0.368 0.206
N -2.1295 0.9236 -0.2477 2.249 -1.482 0.806 -0.653
C -2.4035 2.2208 -0.3160 -0.414 0.216 -0.199 0.604
O -3.5118 2.7250 -0.4758 0.334 0.151 0.020 -0.635
C -1.1487 3.0510 -0.2862 -0.518 0.292 -0.085 0.147
C -1.1522 4.4049 -0.6001 0.040 -0.253 0.251 -0.208
C 0.0552 5.0837 -0.6302 0.010 -0.249 0.020 -0.143
C 1.2235 4.3907 -0.3576 -0.094 -0.285 0.213 -0.206
C 1.1371 3.0418 -0.0349 0.458 0.268 -0.063 0.138
N -0.0262 2.4059 -0.0015 0.214 -1.755 -0.319 -0.370
C 2.3536 2.2025 0.2336 0.403 -0.131 0.279 0.603
O 3.4635 2.6961 0.4104 -0.287 0.270 -0.188 -0.637
N 2.0635 0.9022 0.2604 -1.794 -1.391 -0.027 -0.688
C 3.0021 -0.1023 0.3474 1.439 -0.617 0.329 0.214
C 2.9686 -0.9557 1.4732 -0.141 0.368 -0.435 -0.049
C 2.0006 -0.6612 2.5805 -0.248 -0.007 -0.177 -0.625
C 3.8752 -1.9964 1.5548 0.065 -0.102 -0.135 -0.223
C 4.8189 -2.1940 0.5571 0.054 -0.034 0.005 -0.224
C 4.8832 -1.3237 -0.5186 -0.003 -0.159 0.094 -0.208
C 3.9895 -0.2729 -0.6472 -0.364 0.125 0.399 -0.037
C 4.1036 0.7090 -1.7684 0.053 0.063 0.055 -0.643
H -1.6932 -1.8397 -2.8599 0.041 -0.018 -0.068 0.209
H -0.8263 -0.6828 -1.7929 -0.622 -0.248 -0.512 0.192
H -2.0428 -0.1046 -2.9396 0.104 0.077 -0.103 0.231
H -3.6886 -2.8841 -2.0840 0.027 -0.098 -0.064 0.202
H -5.4835 -3.0866 -0.3962 -0.084 -0.080 -0.020 0.208
H -5.7281 -1.3793 1.3564 -0.057 -0.023 0.084 0.206
H -4.8991 0.4904 2.5512 -0.022 -0.052 0.122 0.210
H -4.6239 1.7378 1.3249 0.002 0.026 0.046 0.252
H -3.2605 1.0853 2.2096 0.055 0.014 0.095 0.214
H -2.0977 4.8831 -0.8048 -0.087 -0.054 -0.029 0.255
H 0.0887 6.1327 -0.8742 -0.007 0.148 -0.060 0.226
H 2.1988 4.8508 -0.3875 0.088 -0.021 0.060 0.254
H 2.3060 0.2537 3.0863 -0.091 0.105 0.097 0.229
H 1.9857 -1.4717 3.3058 -0.054 -0.039 0.066 0.211
H 0.9728 -0.4918 2.1982 0.581 -0.147 0.433 0.201
H 3.8658 -2.6387 2.4232 -0.027 -0.116 0.107 0.202
H 5.5196 -3.0146 0.6291 0.054 -0.013 0.031 0.208
H 5.6553 -1.4490 -1.2643 0.048 -0.044 -0.113 0.205
H 4.7389 0.3292 -2.5644 -0.006 -0.064 -0.083 0.210
H 4.5383 1.6338 -1.3827 -0.036 0.021 -0.101 0.250
H 3.1208 0.9568 -2.1710 -0.019 0.018 -0.090 0.213
C -0.0281 -4.3828 0.0537 0.132 -0.760 -0.050 -0.739
C -0.2623 -3.0090 0.3722 -0.423 1.330 0.435 0.461
N -0.4696 -1.9145 0.6589 0.893 -0.101 -0.723 -0.422
H 0.7646 -4.7601 0.7004 -0.020 -0.054 -0.054 0.274
H 0.2819 -4.4835 -0.9875 -0.045 0.054 0.067 0.275
H -0.9401 -4.9581 0.2208 0.054 0.029 -0.038 0.275
```
Forces are in eV/Å.

The calculation returns the following ΔE to the lowest compared entry with this formula, charge and spin values, one per record and in order: 1.074 0.849 1.380 eV.